(1)
ORCA calculation (wB97M-V/def2-TZVPD) on a structure of composition ClH10O7V in a non-equilibrium geometry.

Geometry as XYZ:
```
19
Properties=species:S:1:pos:R:3:forces:R:3
O 2.55189 2.75605 0.09011 1.7 -1.4 -1.9
V 3.07168 1.70333 -0.99847 -1.8 -1.4 3.6
O 4.35084 0.92366 -0.47116 -1.6 1.6 -0.7
Cl 1.10839 0.03404 -0.20826 1.8 1.6 -1.2
O -1.65713 0.66172 -2.65491 0.0 0.4 -0.3
H -2.38331 0.04754 -2.54685 -0.1 -0.2 0.1
H -0.97552 0.33296 -2.06878 0.1 -0.2 0.2
O 0.28912 2.34009 2.27452 0.2 0.2 0.3
H -0.38270 1.65868 2.29847 -0.4 -0.1 -0.1
H 0.69207 2.24958 1.41100 0.1 0.0 -0.2
O -0.50061 -2.07466 1.40235 -0.3 -0.3 -0.1
H 0.22898 -1.56392 1.05151 0.5 0.0 -0.1
H -0.47983 -1.90692 2.34451 0.0 0.0 0.3
O -2.14204 0.27843 1.04647 -0.2 0.7 0.1
H -1.27546 -0.10485 0.91095 0.1 -0.3 -0.1
H -2.69677 -0.46260 1.29018 0.0 -0.2 0.0
O -0.02868 -2.26183 -2.10150 -0.2 -0.1 -0.4
H -0.32746 -2.91676 -1.47060 -0.1 -0.2 0.2
H 0.55649 -1.69451 -1.59956 0.2 0.2 0.2
```
Forces are in eV/Å.

Calculated values
Orbital gap, eV: 7.07
ΔE to the lowest compared entry with this formula, charge and spin, kcal per mole: 5.1
Total charge: 0
Highest occupied orbital energy, eV: -10.84
LUMO energy, eV: -3.77

These are the Löwdin partial charges, in e, on atoms 1 to 8: atom 1 (O): -0.31, atom 2 (V): 1.00, atom 3 (O): -0.30, atom 4 (Cl): 0.17, atom 5 (O): -0.07, atom 6 (H): 0.03, atom 7 (H): -0.04, atom 8 (O): -0.06

(2)
ORCA calculation (wB97M-V/def2-TZVPD) on an isolated molecule of C4H13N3 in a non-equilibrium geometry.

Geometry as XYZ:
```
20
Properties=species:S:1:pos:R:3:forces:R:3
N 2.10009 -1.89402 0.71400 0.3 0.1 0.0
C 0.94194 -2.39952 -0.03481 0.3 0.6 0.2
C 0.00891 -1.25924 -0.47447 0.1 -0.7 0.3
N -0.19754 -0.30743 0.59317 -0.2 0.9 -0.1
C -1.16195 0.76152 0.20849 0.8 -0.9 -0.3
C -0.45563 1.97756 -0.36732 0.4 0.2 0.0
N -1.40119 3.03808 -0.63616 -0.6 -0.3 -0.3
H 2.95457 -1.88131 0.17332 -0.1 0.0 -0.1
H 2.30254 -2.43826 1.54214 -0.2 0.0 -0.1
H 0.39314 -3.07400 0.62267 -0.1 0.0 -0.1
H 1.26554 -2.92392 -0.93544 -0.1 -0.3 0.0
H 0.38246 -0.80932 -1.40189 0.0 0.1 -0.1
H -0.94575 -1.73540 -0.68366 -0.2 0.0 -0.3
H 0.70469 0.13379 0.74451 0.0 -0.2 0.4
H -1.79901 1.01142 1.05725 0.0 0.1 0.0
H -1.76172 0.33054 -0.59463 -0.4 0.2 0.2
H 0.02615 1.65400 -1.29298 -0.1 0.1 -0.2
H 0.37867 2.29461 0.27682 -0.1 -0.1 0.3
H -2.03705 3.17093 0.13536 0.1 0.2 0.1
H -1.02448 3.91708 -0.94874 0.2 0.0 0.1
```
Forces are in eV/Å.

Calculated values
Orbital gap, eV: 9.81
ΔE to the lowest compared entry with this formula, charge and spin, kcal per mole: 20.0
Total charge: 0
Highest occupied orbital energy, eV: -8.65
LUMO energy, eV: 1.16

These are the Löwdin partial charges, in e, on atoms 1 to 8: atom 1 (N): -0.01, atom 2 (C): -0.26, atom 3 (C): -0.27, atom 4 (N): -0.08, atom 5 (C): -0.22, atom 6 (C): -0.31, atom 7 (N): -0.01, atom 8 (H): 0.06

(3)
ORCA calculation (wB97M-V/def2-TZVPD) on a cluster of 2 separate species, C2H12N4 in total in a non-equilibrium geometry.

Geometry as XYZ:
```
18
Properties=species:S:1:pos:R:3:forces:R:3
N -1.55813 -0.34100 0.47140 0.5 -1.0 -1.4
C -2.30186 -0.27727 -0.75796 -2.1 0.9 -0.7
N -1.57723 -0.79967 -1.89437 0.8 -0.3 1.2
H -0.65725 0.18322 0.55088 0.1 0.3 0.5
H -1.61161 -1.26078 0.90395 0.3 0.2 0.3
H -2.61464 0.73056 -1.00810 0.3 0.3 0.3
H -3.23827 -0.82252 -0.66254 0.1 -0.2 0.2
H -0.70656 -0.31273 -2.08170 0.0 -0.1 -0.3
H -1.50478 -1.81129 -1.94535 0.2 0.0 -0.1
N 2.29784 -0.40832 0.02198 -0.2 -0.4 -0.1
C 2.13607 0.87793 0.61615 0.0 0.6 0.2
N 0.91298 1.05909 1.42333 -0.9 -0.1 -1.4
H 2.12789 -1.20922 0.61758 0.3 0.1 0.2
H 1.70993 -0.51055 -0.79512 0.2 0.0 0.0
H 2.08338 1.57945 -0.21648 -0.2 0.1 0.0
H 2.99085 1.23786 1.19102 0.3 -0.7 0.1
H 0.88602 2.00157 1.77774 -0.2 0.0 0.4
H 0.71314 0.37440 2.13409 0.7 0.0 0.5
```
Forces are in eV/Å.

Calculated values
Orbital gap (spin up / spin down), eV: 9.93 / 5.08
ΔE to the lowest compared entry with this formula, charge and spin, kcal per mole: 0.0
2S+1: 2
Total charge: +1
Highest occupied orbital energy (spin up / spin down), eV: -13.22 / -13.21
LUMO energy (spin up / spin down), eV: -3.29 / -8.13

These are the Löwdin partial charges, in e, on atoms 1 to 8: atom 1 (N): 0.25, atom 2 (C): -0.29, atom 3 (N): 0.18, atom 4 (H): 0.08, atom 5 (H): 0.14, atom 6 (H): 0.14, atom 7 (H): 0.14, atom 8 (H): 0.11